The following is a quantum chemistry calculation of a single C19H17Cl2NO6S molecule at a distorted geometry, from OMol25.

```
46
Properties=species:S:1:pos:R:3:nbo_charge:R:1
O -0.40804 -1.81628 0.84169 -0.5100
C 0.32829 -2.11002 -0.06281 0.5871
C 1.85025 -2.05228 0.12092 -0.1804
O 2.17497 -1.00561 1.02806 -0.4873
C 1.83904 0.21139 0.59429 0.8136
O 1.43528 0.42024 -0.52079 -0.6059
C 2.02280 1.26832 1.66377 -0.1800
C 3.49644 1.55179 1.98482 -0.4186
C 3.49927 3.05962 2.30199 0.0926
O 4.74789 3.67029 2.19309 -0.6923
C 2.43782 3.58797 1.31901 -0.2435
N 1.45930 2.52517 1.20582 -0.6672
S -0.10279 2.81397 1.76538 2.3225
O -0.25749 2.29503 3.09663 -0.9438
O -0.37793 4.20071 1.54002 -0.9307
C -1.04133 1.80128 0.63238 -0.3661
C -0.92926 2.05300 -0.72170 -0.1447
C -1.59387 1.23906 -1.62001 -0.2315
C -2.36739 0.19138 -1.13751 -0.0245
Cl -3.18180 -0.83517 -2.25640 0.0168
C -2.49608 -0.04832 0.22177 -0.2333
C -1.81583 0.76505 1.11285 -0.1068
C -0.14597 -2.52973 -1.40552 -0.2290
C 0.24196 -1.80996 -2.53375 -0.1195
C -0.26258 -2.13561 -3.77860 -0.2324
C -1.14809 -3.19289 -3.91460 -0.1753
C -1.54264 -3.91891 -2.80526 -0.2315
C -1.05437 -3.57800 -1.55387 0.0081
Cl -1.54525 -4.48998 -0.17604 0.0279
H 2.35973 -1.91203 -0.83640 0.2085
H 2.18668 -2.97664 0.59592 0.2298
H 1.48323 0.93484 2.56065 0.2609
H 4.11787 1.37110 1.10366 0.2037
H 3.86428 0.94265 2.80591 0.2382
H 3.17676 3.22825 3.33310 0.1909
H 5.05821 3.60119 1.28143 0.4630
H 1.94461 4.50039 1.64989 0.2460
H 2.89477 3.76606 0.33610 0.1850
H -0.31526 2.87332 -1.05377 0.2381
H -1.51197 1.40381 -2.68261 0.2302
H -3.09890 -0.86837 0.57646 0.2399
H -1.86936 0.59779 2.17641 0.2425
H 0.89568 -0.96015 -2.41175 0.2357
H 0.03146 -1.56100 -4.64315 0.2201
H -1.54198 -3.44932 -4.88600 0.2214
H -2.23640 -4.73902 -2.89910 0.2318
```

## Properties
- SMILES: O=C(COC(=O)[C@H]1C[C@@H](O)CN1S(=O)(=O)c1ccc(Cl)cc1)c1ccccc1Cl
- Highest occupied orbital energy: -0.341 Ha
- ΔE to the lowest compared entry with this formula, charge and spin: 5.5 kcal/mol
- Energy: -2559.00014 a.u.
- Gap between HOMO and LUMO: 9.37 eV

=====

The following is a quantum chemistry calculation of 5 unconnected molecules or ions with the total composition C24H50FNO14S, from OMol25.

```
91
Properties=species:S:1:pos:R:3:lowdin_charge:R:1
C 9.78014 1.74044 0.38086 -0.1031
C 8.29891 1.76320 0.75623 -0.2065
C 7.46276 2.96276 0.23269 -0.3441
C 8.25701 4.03031 -0.51752 -0.0556
N 6.22831 2.59452 -0.53108 -0.1704
C 5.00532 2.44839 0.31714 -0.3671
C 5.11054 1.36419 1.38592 -0.0328
C 3.73114 2.31976 -0.52337 -0.2260
C 2.47543 2.66530 0.27912 -0.0846
S 6.31321 1.52232 -1.75804 0.6023
O 6.15223 0.17205 -1.34082 -0.2341
O 5.59216 1.99805 -2.88080 -0.2388
F 7.82752 1.68692 -2.10247 -0.1181
H 10.27852 2.67968 0.61805 0.0709
H 9.94037 1.50160 -0.66973 0.0695
H 10.27606 0.96251 0.96403 0.0755
H 7.84249 0.82462 0.44266 0.0932
H 8.23955 1.76726 1.84728 0.1057
H 7.04205 3.46823 1.10224 0.1330
H 8.87924 3.62239 -1.30897 0.0694
H 7.56244 4.74847 -0.95290 0.0870
H 8.89780 4.57168 0.17921 0.0841
H 4.93668 3.41438 0.82638 0.1406
H 5.85905 1.61178 2.13924 0.0751
H 4.15351 1.28034 1.90204 0.0814
H 5.35536 0.39639 0.95193 0.0786
H 3.64663 1.29423 -0.89376 0.1150
H 3.82031 2.97168 -1.39155 0.0967
H 2.10906 1.79389 0.82362 0.0724
H 1.66962 2.98699 -0.37937 0.0714
H 2.66038 3.45558 1.00921 0.0781
C -3.21512 0.89397 -2.14349 -0.0580
C -2.67587 0.81077 -0.73350 -0.1994
O -1.92118 1.98918 -0.38190 0.0337
C -2.64899 3.04980 -0.04368 -0.6145
O -3.85128 3.09764 0.00820 0.1183
O -1.81859 4.05447 0.23714 0.0011
C -2.46725 5.28938 0.55691 -0.0371
H -2.40721 1.08553 -2.85059 0.0789
H -3.69338 -0.04915 -2.40904 0.0817
H -3.95228 1.69043 -2.23106 0.0766
H -1.95983 -0.00260 -0.63454 0.1227
H -3.47405 0.66466 -0.00612 0.1138
H -3.19901 5.14650 1.34891 0.0941
H -2.95895 5.69697 -0.32487 0.0987
H -1.67756 5.95719 0.88704 0.0924
C 2.99638 2.80127 -4.47561 -0.0629
C 1.65480 2.17441 -4.77263 -0.1996
O 0.67529 3.15217 -5.18185 0.0353
C 0.75153 3.53856 -6.45100 -0.6155
O 1.50451 3.10913 -7.28681 0.1212
O -0.20535 4.44521 -6.66836 0.0006
C -0.25274 4.94195 -8.00858 -0.0416
H 2.88802 3.59872 -3.73822 0.0820
H 3.67999 2.05446 -4.07819 0.0543
H 3.43737 3.22504 -5.37733 0.0832
H 1.22411 1.72836 -3.87752 0.1197
H 1.73266 1.40589 -5.54096 0.1232
H -0.32042 4.12305 -8.72150 0.0947
H 0.63383 5.53633 -8.22430 0.0972
H -1.14183 5.56303 -8.05937 0.0919
C -4.99275 -4.07033 3.39256 -0.0603
C -4.01497 -3.15996 2.68583 -0.2054
O -4.68868 -2.12224 1.94846 0.0305
C -5.10830 -1.08738 2.67659 -0.6163
O -4.91892 -0.92480 3.85437 0.1230
O -5.71060 -0.22434 1.86001 -0.0032
C -6.19034 0.96505 2.49881 -0.0320
H -5.71874 -4.47439 2.68706 0.0678
H -4.46478 -4.90437 3.85472 0.0852
H -5.53380 -3.53201 4.16939 0.0807
H -3.44943 -3.70169 1.92951 0.1214
H -3.31319 -2.70589 3.38456 0.1225
H -5.39249 1.44390 3.06181 0.0958
H -7.02043 0.73221 3.16371 0.0970
H -6.52002 1.61546 1.69482 0.0941
C -6.10396 -10.77650 5.26572 -0.0646
C -7.02138 -9.57513 5.30417 -0.2082
O -6.44483 -8.44422 4.62359 0.0355
C -6.54434 -8.46785 3.29644 -0.6122
O -7.08934 -9.31443 2.63677 0.1239
O -5.94635 -7.37577 2.81663 -0.0083
C -5.94658 -7.28330 1.38788 -0.0338
H -5.12328 -10.51937 5.66708 0.0815
H -6.52507 -11.58108 5.86910 0.0803
H -5.98140 -11.13863 4.24615 0.0762
H -7.17062 -9.22630 6.32390 0.1223
H -7.99266 -9.79886 4.86468 0.1225
H -6.95453 -7.39482 0.99485 0.0984
H -5.30179 -8.04902 0.95958 0.1000
H -5.55785 -6.29615 1.15664 0.0808
```

## Properties
- SMILES: CC[C@@H](C)N([C@H](C)CC)S(=O)(=O)F.CCOC(=O)OC.CCOC(=O)OC.CCOC(=O)OC.CCOC(=O)OC
- Highest occupied orbital energy: -0.360 Ha
- Energy: -2550.67990 a.u.
- Gap between HOMO and LUMO: 10.44 eV

=====

The following is a quantum chemistry calculation of a single C3H9O2PSi molecule at a distorted geometry, from OMol25.

```
16
Properties=species:S:1:pos:R:3:nbo_charge:R:1
C 0.99353 -1.33284 -0.80001 -1.1177
Si -0.11352 0.18704 -0.53850 1.8529
C -1.75726 -0.25349 0.30358 -1.1265
C 0.77521 1.62333 0.33258 -1.1204
O -0.39825 0.73268 -2.08660 -1.1982
P -1.43627 1.45692 -3.07651 1.5674
O -2.66110 1.74820 -2.35633 -1.0336
H 1.85872 -1.09300 -1.40991 0.2422
H 1.35248 -1.70954 0.15146 0.2361
H 0.45767 -2.13835 -1.29279 0.2411
H -2.42700 0.60128 0.32178 0.2565
H -2.26883 -1.05328 -0.22516 0.2415
H -1.60502 -0.57926 1.32760 0.2371
H 0.13097 2.49447 0.41201 0.2435
H 1.07547 1.34090 1.33604 0.2375
H 1.66812 1.92326 -0.20795 0.2407
```

## Properties
- SMILES: C[Si](C)(C)OP=O
- Highest occupied orbital energy: -0.386 Ha
- ΔE to the lowest compared entry with this formula, charge and spin: 0.0 kcal/mol
- Energy: -901.15861 a.u.
- Gap between HOMO and LUMO: 10.64 eV

=====

The following is a quantum chemistry calculation of 8 unconnected molecules or ions with the total composition C18H48N3O12 at a distorted geometry, from OMol25.

```
81
Properties=species:S:1:pos:R:3:lowdin_charge:R:1
C -1.10733 -0.27938 0.09104 0.0260
C -0.42733 0.99462 -0.36896 -0.2749
O 0.80267 0.93362 -0.53396 0.0750
N -1.18933 2.33162 -0.32296 0.0948
H -2.03233 2.27962 -0.88996 0.0943
H -1.61433 2.45762 0.52304 0.0555
C -0.50633 3.59962 -0.44596 -0.0064
H -0.56033 -1.32338 -0.14296 0.1231
H -2.02133 -0.30638 -0.51596 0.0474
H -1.04933 -0.31538 1.16204 0.0678
H 0.36967 3.77862 0.12404 0.0775
H -1.10533 4.32562 -0.05296 0.0691
H -0.20233 3.66462 -1.57096 0.1467
N -3.82333 2.05362 -2.16596 -0.5923
O -4.98233 2.26162 -2.55596 -0.0197
O -3.18533 3.01762 -2.04796 0.0128
O -3.70433 1.08662 -1.35196 -0.0836
N -3.31433 2.91062 2.26304 -0.5208
O -3.99533 1.92262 2.66904 -0.0393
O -2.01433 2.73062 2.28804 -0.1562
O -3.77333 3.74562 1.45504 -0.0212
C 0.75667 -4.96338 -0.80996 -0.0655
C -0.11933 -4.80138 0.33704 -0.4091
C 0.52867 -4.01938 1.56304 -0.0542
O -1.30333 -4.01838 -0.09096 -0.0037
H 1.11867 -4.10038 -1.10396 0.0274
H 0.21967 -5.09338 -1.61396 0.0477
H 1.53067 -5.58538 -0.67396 0.0659
H -0.29133 -5.85638 0.68204 0.1395
H -0.14933 -4.10638 2.48304 0.0823
H 0.67167 -2.82038 1.26504 0.1110
H 1.53267 -4.36438 1.89404 0.0617
H -1.48833 -3.98838 -0.94096 -0.0062
C -5.24533 -2.07838 -4.46896 -0.0718
C -5.04933 -1.33638 -3.13496 -0.4697
C -6.11633 -1.82238 -2.06496 -0.0724
O -3.70733 -1.57338 -2.51896 -0.1662
H -4.36333 -1.68138 -4.97996 0.0708
H -6.47333 -2.07438 -4.79496 0.1492
H -5.16133 -3.12838 -4.18996 0.0521
H -5.25433 -0.35338 -3.21696 0.0609
H -6.04233 -1.06838 -1.28296 0.0588
H -6.00533 -2.89138 -1.51696 0.1214
H -6.97133 -1.63738 -2.69596 0.0411
H -3.39833 -0.91238 -1.70696 0.1208
C -0.44133 1.43562 5.05104 -0.0307
C 0.65667 0.82462 4.06404 -0.4002
C 0.86367 -0.64838 4.41104 -0.0679
O 0.08967 0.93262 2.72004 -0.1075
H -0.29133 1.29862 6.15804 0.0931
H -1.18833 0.83762 4.80004 0.0184
H -0.56933 2.48762 4.77704 0.0809
H 1.59267 1.22462 4.15204 0.0930
H 1.19267 -0.83038 5.47504 0.0991
H 1.52967 -0.94238 3.75304 -0.0036
H 0.08267 -1.41138 4.22104 0.0901
H -0.84033 1.32762 2.91904 0.0778
C 3.04567 -1.57238 -0.20196 -0.0642
C 4.36667 -2.05238 -0.82696 -0.4927
C 4.92767 -3.35738 -0.15996 -0.0794
O 4.26267 -2.34638 -2.16496 0.0479
H 2.45267 -0.67138 -0.25696 0.0304
H 2.96567 -1.72038 0.97704 0.1100
H 2.21967 -2.31738 -0.52096 0.0729
H 5.19467 -1.22638 -0.42596 0.1670
H 4.24967 -4.02438 0.36104 0.0445
H 5.53067 -2.97038 0.82604 0.1194
H 5.64167 -3.95838 -0.79196 0.0852
H 4.35667 -3.16338 -2.24096 -0.0549
C 4.70867 5.22262 -1.69196 -0.1042
C 3.52867 4.56162 -1.13896 -0.5486
C 4.04767 3.55162 0.05704 0.0042
O 2.63367 5.37762 -0.59196 -0.0075
H 4.41567 5.96362 -2.45496 0.0878
H 5.43067 4.67362 -2.13496 0.0298
H 5.47267 5.69462 -0.93696 0.1259
H 3.18167 3.95062 -2.02496 0.1497
H 3.16067 3.03262 0.36804 0.0564
H 4.31367 4.17562 0.80604 0.0265
H 4.84667 2.87162 -0.21496 0.0743
H 2.58567 6.17362 -1.14296 0.1101
```

## Properties
- Highest occupied orbital energy: -0.216 Ha
- Charge: -1
- Energy: -1781.17970 a.u.
- Gap between HOMO and LUMO: 8.11 eV